DFT (wB97M-V/def2-TZVPD) results for a gas-phase ion, C3H7OS (charge -1).

```
12
Properties=species:S:1:pos:R:3:forces:R:3
C -0.932073 -1.791190 -0.002253 0.291 1.799 -0.776
O -2.142517 -2.102937 -0.369783 -0.355 -0.225 -0.002
C -0.514358 -0.173324 -0.352191 -1.407 -1.865 0.760
C 0.895159 0.039019 0.027937 0.956 1.003 0.610
S 1.366607 1.850624 0.316916 -0.079 -0.443 -0.282
H -0.108880 -2.333373 -0.523003 0.277 -0.444 0.254
H -0.735981 -1.736055 1.102478 0.198 -0.476 0.041
H -0.776447 0.031627 -1.391972 0.274 -0.012 -0.010
H -1.279057 0.265329 0.300788 0.494 0.549 -0.146
H 1.617634 -0.400094 -0.650171 -0.065 0.203 -0.612
H 1.207821 -0.395775 0.982647 -0.648 -0.135 0.169
H 0.390859 2.346279 -0.453652 0.064 0.045 -0.005
```
Forces are in eV/Å.

- E_LUMO: 3.3 eV
- Net charge: -1
- Relative energy (zero: lowest compared OMol25 entry of this formula, charge and spin): 42.9 kcal per mole

***

DFT (wB97M-V/def2-TZVPD) results for a molecular structure, C36H90N6O16SSn.

```
150
Properties=species:S:1:pos:R:3:forces:R:3
Sn -1.132120 2.579711 1.030364 0.479 -1.289 -0.925
S -0.382540 -0.231629 -0.968696 1.092 0.527 -0.888
O -1.684990 0.135121 -0.523476 -5.121 1.961 3.334
O -0.274440 -1.662759 -0.884696 0.561 -1.976 0.728
O -0.357280 0.255111 -2.318886 1.192 0.628 -3.329
O 0.612830 0.485651 -0.178176 1.420 0.469 1.440
C -3.739850 -0.956939 -6.273236 1.859 0.271 -0.854
O -2.923520 -0.788109 -5.099666 -1.376 0.201 -0.821
C -3.523410 0.036711 -4.111826 -0.684 0.243 0.364
C -4.572270 -0.796549 -3.283096 2.740 0.420 -1.409
N -3.773890 -1.399239 -2.242706 -1.246 -0.292 0.170
C -4.637050 -2.296509 -1.527686 -0.068 0.033 -0.052
C -3.897040 -3.276629 -0.676266 -0.088 0.838 -1.321
O -3.155690 -4.100219 -1.575326 -0.903 -1.977 0.621
C -3.980340 -5.228089 -2.056126 1.074 1.383 0.246
H -3.074840 -1.449699 -6.982486 -0.021 -0.723 0.194
H -3.886030 -0.050269 -6.860326 -0.335 0.850 0.619
H -4.692550 -1.486449 -6.282986 -0.022 -0.189 0.955
H -3.880020 0.977081 -4.532096 -0.797 -0.073 -0.659
H -2.737720 0.447061 -3.477466 0.347 -0.845 0.279
H -4.797590 -1.629159 -3.949506 -0.510 0.008 -0.173
H -5.514270 -0.312889 -3.024586 -0.092 0.482 0.367
H -3.258910 -0.751689 -1.663426 0.273 0.199 0.242
H -5.165710 -2.825319 -2.320766 -0.526 -0.141 0.252
H -5.334940 -1.796809 -0.855856 -0.694 0.399 0.010
H -4.633130 -3.761219 -0.034836 0.222 -0.685 0.163
H -3.296040 -2.583639 -0.087486 0.976 -0.800 0.306
H -4.902710 -4.845779 -2.493366 -0.266 -0.084 0.224
H -4.164390 -5.964569 -1.273946 -0.184 0.138 0.285
H -3.471340 -5.757879 -2.861316 0.413 0.359 0.117
C 4.837320 -3.044169 2.840154 -0.638 1.043 -0.278
O 3.684960 -2.238319 2.591944 -1.670 -1.193 1.218
C 2.526230 -3.096059 2.290744 -0.018 1.133 -1.210
C 1.196500 -2.258819 2.235404 2.395 1.688 -0.216
N -0.010240 -2.828729 1.839734 -1.491 -2.710 1.065
C -0.254560 -4.180149 2.370624 -0.175 0.195 0.600
C -1.738800 -4.543919 2.351994 1.763 -1.206 -0.600
O -1.775550 -5.866279 2.904904 -0.537 0.582 0.770
C -3.101100 -6.354119 3.105914 1.414 0.039 -0.317
H 5.094710 -3.455809 1.864244 0.703 -0.332 0.201
H 4.700500 -3.814959 3.598614 -0.389 -0.274 -0.086
H 5.566860 -2.356089 3.267264 0.338 -0.080 -0.475
H 2.339310 -3.936429 2.959274 0.642 0.057 0.583
H 2.791730 -3.510949 1.318384 -0.445 -0.254 -0.214
H 1.284810 -1.407979 1.559854 0.683 0.210 -0.127
H 1.113630 -1.796879 3.219194 -0.046 -0.077 0.568
H -0.234440 -2.751669 0.857954 0.191 0.301 -0.407
H 0.109790 -4.367649 3.380664 -0.251 1.195 0.762
H 0.352820 -4.993769 1.974134 -0.207 -0.129 -1.310
H -1.978370 -4.636879 1.292724 -0.841 0.426 -0.124
H -2.329080 -3.811129 2.902164 -0.207 -0.069 -0.036
H -3.701330 -5.660569 3.694834 -0.222 0.162 -0.187
H -2.973350 -7.268039 3.686024 -0.258 -0.132 -0.208
H -3.477620 -6.543069 2.100614 -0.782 -0.151 0.187
C 4.194840 7.908621 1.422594 1.383 0.589 -1.047
O 5.446700 7.274581 0.951804 -2.501 -0.108 0.329
C 5.058870 6.317021 -0.004846 2.131 -2.399 -1.803
C 6.314080 5.453941 -0.525116 -0.324 0.391 1.491
N 6.443210 4.096611 -0.005806 0.205 0.369 -2.680
C 6.349310 3.773741 1.331224 1.603 -1.401 2.230
C 5.004700 3.089681 1.704484 0.200 1.530 0.533
O 4.559460 2.354581 0.618784 2.038 -0.249 -1.152
C 3.368360 1.645281 0.743734 -0.869 0.204 0.032
H 3.845180 8.520761 0.591254 0.036 0.459 0.001
H 4.463550 8.540981 2.268784 -0.168 -0.188 -0.014
H 3.327050 7.274771 1.604974 0.525 -0.732 0.454
H 4.706030 6.626921 -0.988496 -0.697 1.378 0.312
H 4.349580 5.564431 0.339574 -0.209 0.303 0.518
H 7.199290 6.039371 -0.276586 0.226 0.004 0.689
H 6.433250 5.486481 -1.608096 -0.758 -0.546 -0.132
H 5.861120 3.359971 -0.378146 -0.131 0.549 -1.592
H 6.838540 4.535521 1.938224 -1.269 0.637 0.619
H 7.096180 3.009471 1.546084 0.288 -0.727 -0.243
H 4.355710 3.941781 1.906564 -0.938 -0.158 0.387
H 5.132670 2.452671 2.579664 -0.100 0.060 0.283
H 3.404220 0.953731 1.585504 -0.318 0.261 0.487
H 3.140950 1.001721 -0.106086 0.443 0.312 -0.313
H 2.621930 2.439511 0.755584 -0.894 -0.635 0.611
C 1.960920 4.777901 -0.503846 2.623 0.627 -0.372
O 0.891160 4.158391 -0.993786 -3.324 -1.478 -2.372
C 0.865590 3.620471 -2.386876 0.268 -1.090 1.271
C -0.510490 3.635011 -2.971526 -0.092 1.405 -0.298
N -1.474490 2.950121 -2.169616 -1.261 1.322 0.746
C -2.853250 3.221931 -2.608436 -0.213 -1.740 0.900
C -3.915800 2.447331 -1.773946 -0.825 0.307 -0.422
O -4.098080 2.982011 -0.502236 -0.590 1.084 2.171
C -5.425390 3.135361 -0.000616 0.089 0.825 0.108
H 2.042690 4.695921 0.579994 -0.416 -0.005 0.204
H 2.017170 5.824891 -0.801736 -0.002 0.529 0.106
H 2.866950 4.312221 -0.891606 0.570 -0.075 0.021
H 1.086710 2.555391 -2.317526 0.580 -0.130 0.354
H 1.543680 4.059701 -3.118566 0.362 0.560 0.503
H -0.498540 3.285051 -4.003746 0.486 -0.764 -0.293
H -0.750680 4.677331 -3.181186 -0.682 0.414 0.677
H -1.257730 1.963661 -2.171646 0.031 -0.844 -0.100
H -3.005160 2.890511 -3.635656 0.011 -0.045 -0.427
H -3.135770 4.274401 -2.584076 0.378 0.165 0.277
H -3.783140 1.384771 -1.570306 0.665 -0.179 -0.892
H -4.886110 2.596381 -2.247646 -0.046 -0.273 -0.832
H -5.909930 4.046851 -0.350626 0.272 0.508 -0.488
H -5.398130 3.273031 1.080304 0.366 -0.311 -0.170
H -6.210690 2.404261 -0.192696 0.639 -0.967 -0.354
C -0.524060 -6.463119 -2.850556 -0.777 0.305 0.148
O -0.687300 -5.370369 -1.952086 -0.310 -1.195 -1.581
C 0.157150 -5.335369 -0.858216 -0.482 0.285 0.808
C 1.526690 -4.836279 -1.178926 -0.834 1.030 0.277
N 1.425230 -3.454309 -1.759606 0.801 -3.212 0.115
C 2.717200 -2.856529 -1.622636 -0.606 1.282 -0.664
C 2.747420 -1.565869 -2.451316 0.974 -0.667 -0.775
O 4.117680 -1.174009 -2.375366 1.399 1.942 -0.507
C 4.607900 -0.163049 -3.312426 -0.390 -1.508 0.228
H -1.386180 -6.440669 -3.517146 -0.125 0.127 0.037
H -0.570810 -7.422849 -2.335936 0.154 -0.194 0.325
H 0.329310 -6.479309 -3.528496 0.533 0.478 0.323
H 0.218020 -6.283769 -0.324426 0.016 -0.648 -0.101
H -0.365390 -4.686549 -0.155306 0.171 0.323 -0.076
H 1.991540 -5.648379 -1.737956 0.439 0.556 -0.939
H 2.075470 -4.839349 -0.237146 0.307 0.114 0.434
H 0.819370 -2.920269 -1.153126 -0.708 0.088 -0.367
H 3.469220 -3.584039 -1.928086 0.343 0.364 -0.045
H 2.834090 -2.541759 -0.585646 0.770 -0.057 0.332
H 1.997100 -0.846839 -2.122486 0.340 0.300 0.399
H 2.531240 -1.723139 -3.508016 -0.283 -0.517 -0.151
H 3.993990 0.737371 -3.334086 0.110 0.056 0.173
H 4.725270 -0.558949 -4.321186 -1.048 -0.383 -0.471
H 5.674530 0.022641 -3.186246 -0.122 0.365 1.280
C -4.365670 2.849531 3.322534 0.961 -0.296 -1.320
O -3.851670 1.733391 2.584634 -0.737 -0.671 1.843
C -3.862830 0.566821 3.447194 1.569 0.391 -1.477
C -2.684110 -0.360629 3.023704 -0.296 -0.651 -1.045
N -1.230360 0.039191 2.960754 -3.560 1.282 -0.334
C -0.918410 0.629581 4.233154 1.464 -1.795 -1.512
C 0.487860 1.190931 4.173284 -0.900 1.605 0.509
O 0.429830 2.559041 3.585034 1.320 -1.128 1.959
C 1.569620 3.326481 4.052474 -0.475 -0.318 -0.540
H -5.420470 2.712651 3.560814 -0.072 0.102 0.212
H -4.210030 3.680141 2.634084 -0.246 0.275 0.286
H -3.727990 3.005481 4.192684 -0.272 0.131 0.344
H -4.784350 -0.005759 3.342114 -0.126 -0.159 -0.438
H -3.876320 0.840861 4.502094 0.496 0.298 0.169
H -2.878770 -0.726829 2.015684 -0.319 0.150 -0.152
H -2.865080 -1.232249 3.652694 0.447 -0.428 0.467
H -0.749480 -0.823559 2.749774 0.397 -0.090 -0.145
H -0.873420 -0.219839 4.914734 -0.215 0.153 1.008
H -1.744330 1.298421 4.475284 0.688 0.440 0.353
H 1.283430 0.632841 3.679614 -0.559 -0.353 -0.631
H 0.732230 1.065551 5.228104 0.788 1.507 0.468
H 2.488540 2.740851 4.079504 0.010 -0.276 -0.305
H 1.436410 3.698291 5.068404 -0.375 0.091 0.084
H 1.721470 4.156561 3.362544 -0.120 0.002 0.033
```
Forces are in eV/Å.

- E_LUMO (alpha / beta): 2.1 / 2.1 eV
- ⟨S²⟩: 0.75
- 2S+1: 2
- Net charge: -1

***

DFT (wB97M-V/def2-TZVPD) results for a molecular structure, C17H9BrCoF6N4O5S2Se2Te2.

```
49
Properties=species:S:1:pos:R:3:forces:R:3
Co -1.563424 1.223861 0.946083 -0.230 0.216 -0.021
Se -2.719034 1.466168 3.053896 -0.279 -0.047 0.396
Te -4.782315 0.041936 2.896174 0.038 0.019 -0.161
Te -5.397882 0.674307 0.315581 -0.024 0.039 0.124
Se -3.210009 0.149927 -0.743820 0.086 -0.010 -0.027
Br -2.145135 -6.240872 -3.137735 -0.001 0.008 0.019
C -0.626680 -5.545819 -2.230552 0.020 0.053 -0.049
C 0.199728 -6.406505 -1.532490 0.057 -0.050 0.079
C 1.315765 -5.894507 -0.891144 -0.057 -0.129 0.098
C 1.614469 -4.533839 -0.914673 -0.180 0.094 0.307
C 0.762051 -3.687452 -1.633190 0.137 0.021 -0.235
C -0.347577 -4.191085 -2.294682 0.043 -0.010 -0.038
N 2.851785 -4.199074 -0.290434 0.260 -0.041 -0.666
N 3.234327 -3.026890 -0.032969 -0.258 -0.118 0.473
C 2.397609 -1.933355 0.141494 -0.185 0.089 0.027
C 2.983367 -0.706346 -0.181920 -0.006 -0.083 -0.076
C 2.293937 0.489438 -0.223684 -0.053 -0.001 -0.019
C 0.941205 0.516469 0.156926 0.010 -0.168 0.122
O 0.183193 1.528982 0.101975 0.062 0.024 -0.168
C 0.382566 -0.708624 0.715097 0.046 0.255 -0.153
N -0.857143 -0.542424 1.244906 0.279 -0.280 -0.076
C -1.469730 -1.581986 1.762646 -0.066 -0.055 0.127
C -0.857768 -2.842404 1.807517 -0.035 0.028 0.057
C 0.394617 -3.024001 1.287676 0.053 0.136 0.032
C 1.063304 -1.929596 0.694369 0.265 -0.097 0.018
H -0.021460 -7.464651 -1.496008 0.007 0.001 0.008
H 1.986118 -6.549399 -0.347785 0.009 0.002 -0.037
H 0.972360 -2.630207 -1.701852 -0.065 -0.025 -0.014
H -0.998907 -3.525528 -2.844210 -0.001 0.026 0.020
H 4.025135 -0.742519 -0.481295 -0.008 0.005 0.000
H 2.764696 1.407842 -0.546474 -0.012 0.005 0.009
H -2.460857 -1.416434 2.163947 -0.010 0.009 -0.044
H -1.394436 -3.662761 2.264476 0.003 -0.005 -0.007
H 0.870113 -3.991417 1.341054 0.006 -0.020 0.037
F 0.405126 3.400763 -1.876009 0.151 0.020 0.007
C -0.813943 3.886159 -1.725341 -0.146 -0.072 0.278
F -0.933356 4.979569 -2.476402 0.033 0.065 -0.094
F -1.694626 2.988472 -2.153824 -0.019 -0.045 -0.100
S -1.283941 4.314157 0.056279 -0.240 0.207 0.489
O -2.010330 3.161825 0.576906 0.333 0.213 -0.388
O -2.076786 5.499129 -0.110394 0.083 -0.108 -0.019
N 0.005956 4.509139 0.946412 0.019 -0.147 -0.434
S 1.111120 5.591058 0.641852 -0.076 -0.044 -0.065
O 2.262446 5.321835 1.450868 -0.033 -0.012 -0.004
O 1.287947 5.912989 -0.749541 0.008 -0.036 0.102
C 0.448401 7.168780 1.368668 0.046 -0.033 0.042
F -0.280118 6.940874 2.461132 -0.018 0.012 0.064
F 1.480790 7.954604 1.721875 0.017 0.071 -0.012
F -0.292663 7.849420 0.498623 -0.071 0.018 -0.027
```
Forces are in eV/Å.

- E_LUMO (alpha / beta): 3.5 / 3.5 eV
- ⟨S²⟩: 0.89
- 2S+1: 2
- Net charge: -2
- Relative energy (zero: lowest compared OMol25 entry of this formula, charge and spin): 0.0 kcal per mole

***

- The lowest net charge belongs to which entry?
  C17H9BrCoF6N4O5S2Se2Te2

***

- Among the records above, which one has the lowest net charge?
  C17H9BrCoF6N4O5S2Se2Te2

***

- Number 1 is which compound?
  C3H7OS

***

- What is the net charge in the first record?
  -1